# 1
256
Properties=species:S:1:pos:R:3:lowdin_charge:R:1 method="wB97M-V/def2-TZVPD" relative_energy_kcal_mol=2.4 orbital_gap_ev=6.88 e_lumo_ev=-8.45 homo_ev=-15.3 charge=+4
C -2.81 3.77 -0.73 0.009
C -3.20 5.20 -1.18 -0.454
C -3.73 6.03 -0.02 -0.089
C -2.52 6.24 0.98 -0.133
C -1.35 6.96 0.38 -0.127
C -0.75 6.51 -0.94 -0.499
N -2.03 6.00 -1.66 0.090
O -2.11 6.43 -2.87 0.184
C 0.15 5.29 -0.90 0.000
C -0.08 7.64 -1.57 -0.026
C -4.37 5.12 -2.17 -0.005
H -2.07 3.80 0.08 0.064
H -2.36 3.23 -1.58 0.066
H -3.78 3.30 -0.44 0.100
H -4.63 5.54 0.39 0.143
H -4.04 7.03 -0.34 0.137
H -2.13 5.28 1.32 0.098
H -2.86 6.80 1.87 0.132
H -0.51 6.66 1.04 0.137
H -1.47 8.03 0.29 0.125
H -0.29 4.53 -0.20 0.086
H 1.14 5.64 -0.46 0.112
H 0.28 4.91 -1.95 0.094
H 0.72 7.83 -0.84 0.115
H -0.78 8.52 -1.71 0.135
H 0.34 7.33 -2.53 0.085
H -4.31 4.18 -2.74 0.097
H -4.66 5.94 -2.84 0.110
H -5.21 4.87 -1.53 0.079
C 6.72 6.45 -5.62 -0.011
C 6.31 5.74 -4.37 -0.421
C 7.40 5.90 -3.36 -0.074
C 6.83 5.81 -1.84 -0.106
C 5.67 6.78 -1.72 -0.102
C 4.47 6.28 -2.55 -0.461
N 4.87 6.21 -4.00 -0.054
O 4.19 6.46 -4.80 0.298
C 3.23 7.20 -2.50 0.003
C 4.02 4.94 -2.14 -0.014
C 6.05 4.21 -4.66 0.012
H 7.60 5.92 -5.92 0.103
H 7.03 7.48 -5.35 0.111
H 6.01 6.44 -6.47 0.111
H 7.93 6.81 -3.51 0.111
H 8.05 5.07 -3.57 0.129
H 7.52 6.08 -1.08 0.102
H 6.58 4.77 -1.55 0.107
H 5.90 7.84 -2.10 0.162
H 5.30 6.82 -0.72 0.121
H 2.46 6.72 -3.06 0.079
H 3.51 8.17 -2.93 0.115
H 3.11 7.27 -1.46 0.077
H 3.73 5.03 -1.07 0.114
H 4.82 4.21 -2.17 0.064
H 3.18 4.73 -2.76 0.072
H 5.80 3.67 -3.76 0.031
H 6.93 3.85 -5.09 0.090
H 5.19 4.16 -5.36 0.100
C -7.56 -6.89 -4.45 -0.065
C -8.03 -5.71 -3.62 -0.159
N -7.17 -4.41 -3.59 -0.209
C -5.66 -4.76 -3.27 0.049
C -7.20 -3.76 -4.97 -0.151
C -8.61 -3.30 -5.44 -0.039
C -7.72 -3.49 -2.47 -0.057
C -7.22 -3.74 -1.07 -0.219
O -7.81 -4.80 -0.37 -0.199
C -9.23 -4.55 -0.16 -0.052
H -6.65 -7.27 -4.01 0.072
H -7.29 -6.68 -5.51 0.088
H -8.36 -7.66 -4.41 0.106
H -8.06 -6.13 -2.58 0.133
H -9.04 -5.33 -3.95 0.131
H -5.65 -5.44 -2.45 0.082
H -5.14 -3.83 -3.05 0.092
H -5.23 -5.30 -4.10 0.101
H -6.93 -4.50 -5.70 0.108
H -6.43 -2.97 -4.97 0.128
H -8.52 -2.73 -6.37 0.099
H -9.12 -2.63 -4.74 0.083
H -9.22 -4.18 -5.63 0.073
H -8.77 -3.57 -2.59 0.101
H -7.44 -2.50 -2.87 0.120
H -7.30 -2.79 -0.50 0.141
H -6.15 -3.94 -1.07 0.096
H -9.27 -3.65 0.42 0.086
H -9.59 -5.42 0.47 0.106
H -9.82 -4.42 -1.07 0.084
C 3.68 -1.96 -7.46 -0.047
C 2.52 -1.74 -6.54 -0.189
N 1.16 -1.95 -7.24 -0.256
C 1.29 -1.34 -8.60 0.013
C 0.85 -3.42 -7.31 -0.174
C -0.24 -3.85 -8.24 -0.065
C 0.06 -1.20 -6.54 -0.071
C 0.20 -1.30 -5.02 -0.157
O -0.16 -2.63 -4.50 -0.177
C -1.56 -2.65 -4.38 -0.108
H 3.52 -2.95 -7.98 0.098
H 4.59 -1.98 -6.78 0.109
H 3.74 -1.07 -8.13 0.098
H 2.39 -0.78 -6.08 0.095
H 2.58 -2.51 -5.80 0.116
H 1.93 -1.88 -9.23 0.089
H 1.52 -0.30 -8.55 0.118
H 0.32 -1.55 -8.96 0.089
H 0.62 -3.65 -6.24 0.137
H 1.78 -3.99 -7.58 0.141
H -0.63 -4.84 -7.94 0.096
H 0.15 -3.95 -9.28 0.104
H -1.07 -3.14 -8.15 0.078
H -0.89 -1.48 -7.00 0.126
H 0.17 -0.12 -6.86 0.144
H -0.40 -0.53 -4.56 0.094
H 1.21 -1.03 -4.68 0.111
H -2.08 -2.49 -5.30 0.077
H -1.88 -1.84 -3.71 0.086
H -1.87 -3.60 -3.94 0.095
C 12.26 2.48 9.81 0.051
N 10.77 2.57 9.64 -0.069
C 9.98 3.02 10.67 0.049
C 8.63 3.11 10.46 0.042
C 8.10 2.75 9.25 -0.108
C 8.92 2.36 8.21 0.036
C 10.27 2.22 8.44 0.029
C 6.59 2.80 8.88 -0.084
C 5.65 3.83 9.13 0.033
C 4.37 3.76 8.79 0.009
N 3.88 2.65 8.14 -0.081
C 4.72 1.66 7.86 0.027
C 6.09 1.74 8.17 0.036
C 2.53 2.72 7.57 0.059
H 12.51 3.44 10.23 0.104
H 12.78 2.27 8.88 0.112
H 12.53 1.76 10.58 0.117
H 10.54 3.30 11.54 0.155
H 7.99 3.35 11.30 0.150
H 8.55 2.10 7.19 0.163
H 11.03 1.85 7.75 0.155
H 5.84 4.73 9.68 0.134
H 3.67 4.56 8.98 0.156
H 4.27 0.76 7.38 0.178
H 6.73 0.91 7.99 0.129
H 2.73 3.12 6.56 0.097
H 2.01 3.38 8.22 0.098
H 2.16 1.70 7.54 0.108
C -7.37 -8.38 1.94 0.045
N -6.58 -7.71 3.02 -0.043
C -5.90 -8.49 3.90 0.039
C -5.28 -7.90 4.98 0.042
C -5.28 -6.52 5.13 -0.145
C -5.99 -5.75 4.22 0.043
C -6.53 -6.33 3.10 0.026
C -4.52 -5.97 6.25 -0.142
C -3.62 -4.97 5.93 0.056
C -2.87 -4.45 6.97 0.052
N -2.98 -4.94 8.23 -0.078
C -3.82 -5.94 8.53 0.023
C -4.67 -6.43 7.56 0.064
C -2.01 -4.55 9.26 0.043
H -8.18 -8.97 2.41 0.112
H -6.77 -9.06 1.36 0.103
H -7.85 -7.61 1.29 0.106
H -5.90 -9.55 3.68 0.159
H -4.77 -8.48 5.70 0.130
H -6.01 -4.68 4.35 0.140
H -7.08 -5.79 2.39 0.123
H -3.52 -4.62 4.90 0.142
H -2.20 -3.55 6.96 0.136
H -3.84 -6.23 9.56 0.146
H -5.34 -7.26 7.76 0.144
H -1.81 -5.43 9.85 0.105
H -2.40 -3.77 9.92 0.124
H -1.13 -4.23 8.71 0.096
C 5.47 1.27 0.33 0.030
N 4.14 0.59 0.26 -0.027
C 3.77 -0.36 1.11 0.039
C 2.44 -0.83 1.16 0.087
C 1.55 -0.28 0.23 -0.104
C 2.01 0.61 -0.68 -0.011
C 3.31 1.01 -0.70 -0.033
C 0.07 -0.56 0.36 -0.092
C -0.42 -1.55 1.16 0.072
C -1.76 -1.93 1.04 0.071
N -2.61 -1.21 0.26 -0.029
C -2.15 -0.13 -0.43 0.027
C -0.81 0.19 -0.42 0.053
C -4.06 -1.61 0.06 0.034
H 5.96 0.98 1.26 0.107
H 5.34 2.34 0.37 0.082
H 6.10 1.16 -0.54 0.054
H 4.54 -0.72 1.78 0.154
H 2.28 -1.58 1.90 0.087
H 1.38 1.00 -1.48 0.110
H 3.69 1.56 -1.57 0.141
H 0.22 -2.11 1.81 0.099
H -2.23 -2.85 1.29 0.119
H -2.88 0.33 -1.03 0.115
H -0.55 1.06 -0.98 0.101
H -4.21 -1.73 -1.01 0.076
H -4.67 -0.83 0.50 0.082
H -4.31 -2.57 0.53 0.068
N 1.20 -3.13 5.98 -0.306
S 0.28 -1.83 6.11 0.531
O 0.84 -0.53 5.90 -0.299
O -0.67 -2.03 7.20 -0.322
F -0.46 -1.96 4.72 -0.212
S 2.02 -3.28 4.64 0.498
O 2.74 -4.48 4.91 -0.267
O 2.63 -2.10 4.13 -0.291
F 0.96 -3.66 3.47 -0.211
N 0.73 3.25 -3.95 -0.297
S -0.73 2.79 -4.24 0.583
O -1.01 2.44 -5.59 -0.251
O -1.63 3.60 -3.47 -0.299
F -0.77 1.21 -3.46 -0.286
S 1.93 2.31 -4.52 0.496
O 3.15 3.05 -4.62 -0.261
O 1.55 1.59 -5.67 -0.257
F 2.01 1.25 -3.40 -0.153
N 3.05 3.85 3.62 -0.309
S 4.31 3.14 3.97 0.566
O 4.53 3.19 5.44 -0.337
O 5.48 3.29 3.10 -0.291
F 3.84 1.57 3.70 -0.228
S 2.28 3.73 2.25 0.565
O 3.18 3.57 1.12 -0.297
O 1.20 4.69 2.15 -0.286
F 1.46 2.36 2.40 -0.171
N -2.30 -6.01 1.21 -0.289
S -3.65 -5.61 0.72 0.488
O -4.66 -6.57 0.74 -0.274
O -3.67 -4.69 -0.37 -0.290
F -4.38 -4.53 1.98 -0.318
S -2.14 -7.21 2.29 0.591
O -2.61 -8.46 1.77 -0.254
O -2.55 -6.80 3.65 -0.296
F -0.58 -7.25 2.18 -0.134
N -5.77 1.25 -2.40 -0.294
S -5.77 0.03 -3.44 0.490
O -6.95 -0.19 -4.17 -0.254
O -5.18 -1.20 -2.96 -0.336
F -4.77 0.43 -4.55 -0.131
S -6.28 1.28 -0.99 0.445
O -7.09 0.10 -0.69 -0.306
O -6.68 2.61 -0.69 -0.255
F -5.05 1.08 -0.03 -0.207
N 5.65 -0.29 -2.49 -0.299
S 6.07 0.95 -3.32 0.547
O 6.29 2.11 -2.46 -0.328
O 5.32 1.19 -4.59 -0.291
F 7.47 0.55 -3.85 -0.123
S 4.74 -1.47 -2.88 0.493
O 5.03 -2.73 -2.30 -0.234
O 4.33 -1.38 -4.24 -0.283
F 3.30 -1.17 -2.26 -0.186



# 2
21
Properties=species:S:1:pos:R:3:lowdin_charge:R:1 method="wB97M-V/def2-TZVPD" relative_energy_kcal_mol=79.9 orbital_gap_ev="8.09 / 7.61" e_lumo_ev="-0.71 / -1.41" homo_ev="-8.8 / -9.0" charge=0
C -1.27 0.77 0.09 -0.071
C -0.96 1.35 -1.05 -0.600
C -0.36 2.51 1.11 -0.609
C -0.66 -2.57 0.43 0.077
C 0.46 -2.74 -0.22 -0.277
C -0.98 0.92 -2.43 -0.143
C 0.12 3.33 2.27 -0.055
C 1.60 -3.80 -0.01 0.003
N -0.90 1.36 1.23 0.009
F -1.02 -3.46 1.44 -0.002
F 0.86 -1.75 -1.17 -0.039
S -0.14 2.89 -0.63 1.020
H -0.75 -0.12 -2.76 0.091
H -1.97 1.23 -2.89 0.102
H -0.27 1.58 -2.95 0.059
H -0.35 4.24 2.28 0.037
H -0.19 2.84 3.18 0.085
H 1.19 3.39 2.09 0.084
H 1.25 -4.70 -0.48 0.069
H 1.84 -3.95 0.99 0.046
H 2.51 -3.32 -0.53 0.112



# 3
54
Properties=species:S:1:pos:R:3:lowdin_charge:R:1 method="wB97M-V/def2-TZVPD" relative_energy_kcal_mol=399.5 smiles="Cc1cc2nc3n(c2cc1C)C[C@@H]1C[C@H](C(=O)NCCc2cccs2)N(C)[C@H]31" orbital_gap_ev=8.78 e_lumo_ev=0.57 homo_ev=-8.2 charge=0
C -4.69 0.09 -1.79 -0.050
C -3.38 -0.45 -1.16 -0.203
C -2.17 -0.44 -1.85 -0.003
C -1.16 -1.05 -1.18 -0.321
N 0.10 -1.39 -1.74 0.201
C 0.64 -1.78 -0.50 -0.127
N -0.17 -1.94 0.73 0.063
C -1.36 -1.37 0.09 -0.136
C -2.59 -1.28 0.79 -0.050
C -3.60 -0.88 0.18 -0.264
C -5.02 -0.53 0.92 0.003
H -5.44 0.39 0.77 0.034
H -4.85 -1.22 1.82 0.106
H -5.69 -1.27 0.45 0.066
H -2.63 -1.62 1.79 0.122
C 0.57 -2.24 1.86 -0.017
H 0.39 -1.77 2.66 0.036
H 0.42 -3.32 2.05 0.130
C 2.20 -1.86 1.24 -0.219
H 2.77 -2.60 1.91 0.170
C 2.48 -0.51 1.38 -0.226
H 2.95 -0.23 2.55 0.222
H 1.64 0.25 1.51 0.131
C 3.34 -0.14 0.41 -0.177
N 3.09 -1.02 -1.02 -0.007
C 4.34 -1.79 -1.39 -0.043
H 4.89 -1.22 -1.80 -0.018
H 4.89 -2.24 -0.70 0.049
H 3.85 -2.50 -2.08 0.112
C 2.14 -2.14 -0.17 -0.113
H 2.29 -3.01 -0.64 0.100
C 3.05 1.20 -0.40 -0.404
O 3.71 2.24 0.14 -0.083
N 2.05 1.11 -1.18 0.150
H 1.65 0.28 -1.44 0.050
C 1.56 2.65 -1.70 -0.051
H 2.30 2.94 -2.54 0.161
H 0.68 2.16 -2.10 0.088
C 1.03 3.48 -0.65 -0.228
C -0.01 2.94 0.39 -0.384
C 0.44 2.34 1.73 -0.025
C -0.91 1.91 2.44 -0.071
C -1.96 1.77 1.43 -0.416
S -1.59 2.33 -0.13 1.032
H -2.95 1.50 1.55 0.014
H -0.60 1.41 3.20 -0.001
H 1.40 2.44 2.08 0.055
H 0.72 4.14 -1.13 -0.017
H 1.95 3.88 -0.22 0.123
H 4.33 -0.15 0.55 0.108
H -2.22 -0.19 -2.91 0.128
H -5.52 -0.59 -1.92 0.090
H -4.91 1.06 -1.49 0.056
H -4.43 0.24 -2.81 0.053



# 4
17
Properties=species:S:1:pos:R:3:lowdin_charge:R:1 method="wB97M-V/def2-TZVPD" relative_energy_kcal_mol=68.7 orbital_gap_ev=7.07 e_lumo_ev=-5.87 homo_ev=-12.9 charge=+1
C -1.50 -0.72 -1.36 -0.154
C -1.47 0.35 0.74 -0.323
C 2.09 0.46 -0.01 -0.794
N -1.06 0.40 -0.64 -0.147
O -0.40 0.89 1.49 -0.199
S 3.58 0.54 -0.75 0.984
S 1.63 -0.54 1.29 0.993
H -0.78 -1.57 -1.29 0.100
H -2.55 -0.92 -1.24 0.088
H -1.33 -0.40 -2.36 0.080
H -1.53 -0.78 1.13 0.157
H -2.52 0.64 0.75 0.134
H 1.33 1.12 -0.17 -0.018
H -1.53 1.22 -1.09 0.148
H -0.72 1.09 2.40 0.126
H 4.28 -0.25 0.03 -0.088
H 2.49 -1.52 1.09 -0.087



# 5
12
Properties=species:S:1:pos:R:3:lowdin_charge:R:1 method="wB97M-V/def2-TZVPD" relative_energy_kcal_mol=31.7 smiles="C1=C[C@H]2O[C@H]2C1" orbital_gap_ev=10.67 e_lumo_ev=1.17 homo_ev=-9.5 charge=0
C 1.07 -0.33 -0.43 -0.122
C 0.44 1.03 -0.62 -0.073
C -0.73 1.14 0.03 -0.033
O -1.21 -1.24 -0.24 -0.004
C 0.04 -1.07 0.41 -0.257
C -1.07 -0.16 0.69 -0.237
H 2.04 -0.26 0.09 0.116
H 1.25 -0.83 -1.39 0.121
H 0.89 1.81 -1.23 0.102
H -1.37 2.01 0.04 0.102
H 0.34 -1.88 1.08 0.144
H -1.69 -0.21 1.58 0.140



# 6
51
Properties=species:S:1:pos:R:3:lowdin_charge:R:1 method="wB97M-V/def2-TZVPD" orbital_gap_ev=3.44 e_lumo_ev=-12.72 homo_ev=-16.2 charge=+3
C 7.22 -0.36 0.82 -0.094
C 5.85 0.25 0.54 -0.232
C 5.04 -0.62 -0.40 -0.194
O 3.63 -0.44 -0.22 -0.146
C 3.01 0.26 -1.26 -0.167
C 1.55 0.39 -0.94 -0.072
C 0.98 -0.38 0.08 0.084
C -0.35 -0.29 0.45 -0.128
C -0.83 -1.14 1.59 -0.100
C -1.95 -2.14 1.27 -0.189
C -1.79 -2.88 -0.06 -0.144
C -3.08 -3.28 -0.80 -0.197
N -4.29 -3.23 0.08 -0.136
C -1.12 0.65 -0.26 -0.045
C -0.55 1.41 -1.29 -0.057
C 0.75 1.30 -1.66 0.105
C -1.60 2.28 -1.86 -0.303
O -1.65 2.89 -2.87 0.240
N -2.75 2.15 -0.95 0.066
C -3.41 3.40 -0.44 -0.056
C -3.01 3.79 0.96 -0.213
O -3.93 3.16 1.85 -0.055
C -2.47 1.09 -0.14 -0.307
O -3.47 0.58 0.52 -0.266
H 7.77 -0.54 -0.10 0.082
H 7.09 -1.32 1.32 0.079
H 7.80 0.28 1.47 0.080
H 5.97 1.25 0.12 0.112
H 5.29 0.34 1.47 0.112
H 5.26 -1.67 -0.21 0.129
H 5.32 -0.43 -1.44 0.129
H 3.13 -0.25 -2.22 0.160
H 3.41 1.27 -1.36 0.159
H 1.64 -1.05 0.61 0.140
H -1.16 -0.49 2.40 0.144
H 0.03 -1.69 1.97 0.136
H -2.89 -1.59 1.41 0.042
H -1.95 -2.88 2.06 0.134
H -1.27 -3.81 0.16 0.138
H -1.16 -2.35 -0.76 0.123
H -3.25 -2.65 -1.69 0.114
H -2.99 -4.29 -1.17 0.146
H -4.41 -4.04 0.69 0.153
H -5.14 -3.10 -0.46 0.002
H 1.15 1.91 -2.46 0.159
H -4.49 3.26 -0.48 0.128
H -3.18 4.18 -1.16 0.143
H -3.08 4.88 1.03 0.141
H -1.98 3.53 1.19 0.137
H -3.64 3.32 2.75 0.109
La -5.10 -0.92 -0.16 2.477